Entry 1:
102
Properties=species:S:1:pos:R:3:forces:R:3 method="wB97M-V/def2-TZVPD" orbital_gap_ev=7.57 total_charge=0 lumo_energy_ha=-0.0392
Be -1.316372 0.056330 -0.629858 -0.228 0.461 -0.443
Pb -4.244363 2.059271 -3.533607 2.216 -1.983 1.836
O -4.622503 2.093670 0.765500 -0.113 -0.641 0.401
C -4.594476 1.965930 -0.542154 1.146 -0.007 -1.383
O -5.459075 2.555230 -1.189672 -0.604 0.572 -1.540
O -3.637900 1.299185 -1.124137 -0.430 0.232 -0.286
H -4.094370 1.342417 1.045301 0.946 -0.361 0.798
O 1.041220 -1.575057 2.829135 0.461 -0.474 0.545
C 0.684756 -1.178158 1.639151 -1.426 3.618 -2.917
O -0.195128 -1.804433 1.024300 -1.335 -1.994 -0.686
O 1.027632 -0.061727 1.187399 1.775 0.965 0.554
H 0.473457 -2.344954 2.748561 0.198 -1.787 1.805
O -0.087116 1.523031 -2.400341 -1.377 -1.257 1.813
C -0.529454 2.006981 -3.567306 1.943 1.840 -1.213
O -1.745026 2.140499 -3.730485 -4.491 -0.187 0.160
O 0.315376 2.432505 -4.344935 0.644 -0.165 -0.339
H 0.752330 1.965343 -2.254481 1.117 -0.116 0.363
O -4.050205 -2.679357 -3.544496 0.786 1.509 -0.196
C -3.363342 -1.518626 -3.150322 -0.702 0.762 1.062
O -2.819110 -1.505277 -2.030526 1.264 -0.991 1.728
O -3.413035 -0.500661 -3.854216 -1.094 0.723 -1.722
H -4.078160 -3.265109 -2.784428 0.236 -0.060 0.300
C 1.392944 -1.857900 -2.105981 -1.521 4.491 3.563
O 0.374028 -1.186838 -2.155853 -3.016 1.452 -0.384
N 2.291936 -1.531631 -1.206861 2.540 0.349 1.429
N 1.487419 -2.934309 -2.754999 1.351 -4.375 -2.685
H 3.276563 -1.756408 -1.215214 -0.066 -0.226 -0.032
H 2.058267 -0.813437 -0.536277 -0.263 0.201 -0.275
H 0.615191 -3.170472 -3.206157 0.503 -0.753 0.027
H 2.156696 -3.536778 -2.297619 -0.424 -0.891 -0.992
C -2.715102 5.266376 3.322792 -3.724 0.915 -4.256
O -3.489019 5.798793 2.496616 1.231 -0.484 0.171
N -1.866116 4.291683 3.082306 1.661 -1.745 -1.567
N -2.815702 5.503657 4.579455 0.620 0.893 4.978
H -1.742423 3.947458 2.140860 -0.157 0.258 0.482
H -1.346945 3.866402 3.837092 0.211 -0.095 -0.271
H -3.497372 6.114288 5.006728 0.448 -0.079 -0.387
H -2.005609 5.141056 5.061504 -0.598 0.477 1.087
C 3.100108 3.448115 -1.388327 -0.472 -2.598 -0.357
O 2.225144 2.631644 -1.545562 -2.237 -0.280 -0.179
N 4.309647 3.038446 -1.218412 5.228 -2.613 1.024
N 3.080673 4.731259 -1.345852 -2.165 4.277 -0.023
H 5.097586 3.669790 -1.192930 -0.079 -0.491 -0.074
H 4.483352 2.043497 -1.216205 0.104 0.214 -0.131
H 3.961326 5.193861 -1.171116 -0.908 0.649 -0.302
H 2.202756 5.131616 -1.644314 0.623 0.781 0.051
C -1.461244 -5.334505 0.352407 -1.701 1.051 1.818
O -2.404610 -4.837385 0.941723 -0.700 -0.862 1.276
N -0.722649 -6.379452 0.627726 1.317 -4.508 2.335
N -0.988470 -4.733703 -0.669433 1.953 3.391 -5.406
H -0.959387 -7.032174 1.361213 -0.277 0.409 -0.046
H 0.110951 -6.660559 0.131550 -0.415 0.519 -0.073
H -1.301077 -3.791746 -0.856807 -0.115 -0.088 -0.122
H -0.238115 -5.103018 -1.235719 -0.263 0.203 0.208
C -0.392593 -1.379586 -6.420417 -1.370 -1.515 0.669
O -0.623817 -0.957532 -7.506815 -0.036 1.561 -2.544
N -0.303474 -0.772088 -5.285587 0.705 4.469 2.771
N -0.435427 -2.668051 -6.142459 0.012 -6.639 -0.926
H -0.619964 0.186309 -5.323101 0.481 0.132 0.523
H -0.231125 -1.243441 -4.395257 -0.240 0.461 -0.196
H -0.838862 -3.322000 -6.797969 0.314 0.556 -0.495
H -0.314962 -3.179683 -5.280007 0.068 1.094 0.161
C 0.537120 2.220204 4.015240 0.481 1.213 0.409
O 0.226439 3.162848 4.742885 -0.354 -0.055 0.095
N -0.017972 1.055385 3.902338 -4.377 -2.439 2.298
N 1.475342 2.218697 3.107618 3.281 2.131 -1.402
H 0.336678 0.260665 3.389751 -0.374 0.308 0.209
H -0.946374 1.106726 4.296716 -0.044 -1.176 0.007
H 2.091588 3.018538 3.132023 0.496 -0.593 -0.319
H 1.599282 1.319991 2.663687 0.837 0.577 -0.866
C -3.237326 -0.855498 2.361974 -0.820 -3.204 3.719
O -2.804749 -0.236287 1.466063 1.701 4.013 -4.700
N -4.175273 -0.476403 3.239815 -1.258 1.257 0.458
N -2.785440 -2.074008 2.669796 1.059 -1.529 0.271
H -4.491837 0.482672 3.247334 -0.304 -0.379 0.098
H -4.529602 -1.183503 3.867959 -0.169 0.716 -0.036
H -3.041092 -2.489775 3.554043 0.259 -0.017 -0.325
H -1.859591 -2.267274 2.315468 -0.170 -0.515 -0.403
C -0.746222 3.375359 0.087353 2.812 -2.088 2.035
O -1.247207 2.260634 0.254470 -1.020 -1.348 -0.018
N 0.207700 3.827056 0.919216 0.785 -0.928 2.282
N -0.892237 4.210201 -0.850046 -1.882 3.485 -5.835
H 0.833634 4.611219 0.803515 -0.568 -0.148 -0.134
H 0.352711 3.215926 1.710171 0.547 0.155 -0.067
H -1.435315 4.064984 -1.689137 -0.188 -0.650 0.300
H -0.217305 4.943593 -1.013513 -0.277 -0.139 0.538
C 4.995292 -0.171236 0.619186 -1.780 0.472 -0.626
O 4.864782 -1.133389 -0.069089 -0.513 -3.385 -0.877
N 4.060152 0.439704 1.384520 -1.442 0.825 1.238
N 6.053387 0.581036 0.535809 2.628 2.067 0.213
H 4.053898 1.434961 1.212707 -0.223 0.029 0.351
H 3.115918 0.099068 1.496198 -0.079 -0.483 -0.467
H 5.931984 1.427464 1.073322 1.532 -0.069 -0.182
H 6.865773 0.233917 0.046278 -0.107 0.558 0.222
C 2.060115 -4.779814 1.971275 -1.346 0.979 -0.563
O 1.446347 -4.452059 2.929040 -1.348 0.627 4.210
N 1.746605 -4.250366 0.827945 -0.651 1.310 -3.972
N 3.017341 -5.651913 1.855333 3.204 -3.039 0.554
H 2.329487 -4.450872 0.027854 -0.379 0.553 0.036
H 0.918110 -3.674670 0.780296 0.087 0.121 -0.375
H 2.969218 -6.212273 1.016411 0.541 -0.143 0.470
H 3.382983 -6.040094 2.713070 -0.128 -0.296 -0.337

Entry 2:
79
Properties=species:S:1:pos:R:3:forces:R:3 method="wB97M-V/def2-TZVPD" orbital_gap_ev=3.85 total_charge=+2 lumo_energy_ha=-0.2704
N -3.149798 -2.683508 -1.069578 0.024 -1.200 0.598
H -3.801258 -2.953798 -0.346638 -0.647 0.787 0.581
H -3.438188 -1.882018 -1.612308 -0.321 0.377 -0.411
H -3.087648 -3.560998 -1.565818 0.142 0.020 -1.181
H -2.253218 -2.517218 -0.635308 0.898 0.772 0.478
N 1.724222 -4.952398 -1.113418 -0.211 0.055 0.889
H 1.585392 -3.992518 -0.831538 -0.689 0.850 0.103
H 1.749382 -5.503858 -0.267618 0.866 -0.251 0.561
H 2.603642 -4.925068 -1.609368 0.454 -0.707 -0.552
H 0.937142 -5.370578 -1.588518 -0.125 0.345 -1.089
N -0.973348 -3.673898 4.279102 -0.327 -0.128 -1.049
H -1.883528 -4.009808 3.998322 -0.677 -0.374 0.500
H -0.676698 -3.195018 3.440792 0.715 1.021 -0.528
H -0.347028 -4.453718 4.419482 0.267 -0.274 0.589
H -1.042638 -3.025408 5.050302 0.120 0.223 0.535
C 0.050892 0.539662 1.182272 0.248 -0.550 0.238
O 0.088782 -0.810858 0.841222 -0.496 -0.902 -0.466
H 0.780132 0.727682 1.970292 -0.050 0.199 0.666
H 0.356502 1.272772 0.435772 0.099 -0.177 -0.915
H -0.934008 0.894052 1.486372 -0.331 0.059 0.407
O -5.095368 3.553062 -1.871158 0.628 -0.429 -1.069
S -4.157998 3.339772 -2.945368 0.439 1.512 -0.721
O -3.749128 1.984842 -3.307798 -0.117 1.576 0.517
O -4.791378 4.063062 -4.296008 -0.627 -1.141 2.323
C -3.921598 4.276562 -5.362948 0.850 0.627 -1.964
C -4.536368 4.070802 -6.736568 -0.691 -0.436 -0.650
C -2.721048 4.570252 -2.684418 -1.236 -1.230 -0.369
H -3.041588 3.634592 -5.323408 0.013 -0.012 0.327
H -3.629018 5.326142 -5.392078 0.437 0.049 0.604
H -3.748808 3.789172 -7.435518 0.043 -0.135 0.051
H -5.008008 4.939012 -7.196888 0.049 0.299 0.483
H -5.312538 3.306232 -6.769328 0.195 -0.278 0.215
H -2.032678 4.451512 -3.521168 0.195 -0.212 0.442
H -2.325008 4.389662 -1.685098 0.152 -0.119 -0.291
H -3.157388 5.567002 -2.749278 -0.266 -0.212 0.129
O -1.253828 7.799612 6.504262 -0.831 -2.120 -0.695
S -1.880278 6.512322 6.736082 -0.985 0.083 2.987
O -3.162388 6.462492 7.457492 2.097 0.081 -1.549
O -2.019228 5.607252 5.400102 0.272 1.722 0.396
C -2.577128 4.344932 5.557032 -2.532 -3.096 -1.653
C -3.606178 4.048242 4.401282 0.587 1.275 -0.121
C -0.706158 5.431902 7.622162 0.919 -0.229 0.269
H -3.211178 4.053832 6.394482 0.493 1.316 0.945
H -1.848198 3.535882 5.510052 0.671 0.391 -0.064
H -4.453958 4.732862 4.427052 0.003 0.126 0.450
H -4.035528 3.047122 4.440442 0.421 -0.109 0.070
H -3.155478 4.274152 3.434882 0.165 -0.472 -0.113
H -1.036408 4.893972 8.510792 -1.003 0.254 -0.267
H 0.161642 5.961732 8.014972 -0.158 0.610 -0.462
H -0.312358 4.677692 6.940842 -0.116 0.183 -0.194
O 8.594842 -6.190548 1.863382 -0.832 -0.303 0.985
S 7.474162 -6.031948 2.743372 -1.424 1.383 0.678
O 7.562072 -5.883278 4.195282 -0.075 -0.887 -2.447
O 6.783652 -4.621568 2.199892 -0.310 -2.028 0.876
C 5.501312 -4.253498 2.710872 -0.819 3.634 -0.441
C 5.649652 -2.717028 2.869182 0.314 0.640 0.608
C 6.071312 -7.157048 2.225002 0.647 0.301 0.026
H 4.948412 -4.580858 3.591352 1.519 -1.119 0.684
H 4.695452 -4.345598 1.982722 0.339 -0.573 -0.987
H 6.310682 -2.296478 2.111362 -0.315 -0.213 -0.351
H 6.129092 -2.384928 3.790022 0.256 -0.684 0.288
H 4.733192 -2.128368 2.910052 -0.405 -0.374 -0.454
H 6.281702 -8.187888 2.509952 0.153 0.161 -0.062
H 5.968602 -7.041588 1.146012 0.572 -0.173 -0.044
H 5.093532 -6.861558 2.605422 0.397 0.213 0.651
C -0.774338 -2.244638 -6.651988 1.702 1.276 0.343
C -0.408508 -0.780518 -6.171578 -2.084 -0.690 -1.786
O 0.758512 -0.677258 -5.402528 1.153 -2.644 1.846
C 1.446112 0.414322 -5.316618 -1.540 5.728 -4.383
O 1.053342 1.441942 -5.953318 1.771 -3.064 2.656
C 2.819002 0.530302 -4.558248 -3.201 -0.835 0.748
F 3.291072 -0.706468 -4.363118 0.176 -0.122 0.965
F 3.702512 1.229262 -5.118238 1.982 1.139 -2.347
F 2.517302 1.236962 -3.451628 -0.090 -1.137 1.028
H -1.743018 -2.197298 -7.149478 -0.043 -0.108 0.360
H -0.715738 -2.926298 -5.803448 -0.470 -0.081 -0.010
H -0.053258 -2.606538 -7.384918 0.038 0.046 -0.029
H -1.306788 -0.481408 -5.631448 0.382 0.517 0.547
H -0.348008 -0.119358 -7.036048 0.182 -0.021 0.073

Entry 3:
80
Properties=species:S:1:pos:R:3:forces:R:3 method="wB97M-V/def2-TZVPD" orbital_gap_ev="7.92 / 8.57" multiplicity=4 total_charge=+1 lumo_energy_ha="-0.0896 / -0.0907"
V 0.583902 1.403443 -2.367744 1.844 -1.490 2.197
C 0.806652 0.047653 0.723716 -0.430 0.972 -1.416
O 0.533972 1.058893 -0.239764 -0.153 0.536 -0.036
H 1.396772 -0.733147 0.243926 0.012 -0.514 0.298
H 1.354002 0.431843 1.584476 0.493 0.200 0.181
H -0.113828 -0.325687 1.172536 -0.197 -0.479 -0.165
C 0.377642 5.669023 -1.460684 -1.696 1.259 -1.999
C 0.023732 4.236623 -1.782184 0.167 -0.709 -0.557
C -0.820268 3.828163 -3.062444 0.169 1.377 1.044
O -1.051828 2.381673 -3.052074 -1.273 1.092 -0.499
C -2.291188 1.977323 -3.696044 -0.011 -0.877 -0.591
N 1.320802 3.539613 -1.917564 -0.359 -0.822 0.648
H 0.894682 5.867443 -0.521854 -0.311 -0.436 0.010
H -0.535708 6.243543 -1.615044 -0.257 0.371 0.988
H 0.932212 6.114633 -2.286494 0.718 -0.230 -0.070
H -0.516388 3.845223 -0.920104 0.033 -0.407 0.030
H -0.312438 4.116313 -3.982864 0.247 -0.241 -0.083
H -1.764748 4.372173 -3.072804 -0.211 -0.295 0.196
H -2.268358 0.900863 -3.865784 0.445 -0.083 0.398
H -2.397798 2.370563 -4.707024 0.301 0.577 0.141
H -3.216738 2.151033 -3.147154 0.429 0.560 0.487
H 1.702402 3.649353 -0.988884 0.233 -0.842 0.879
H 1.960702 4.202473 -2.331364 0.052 -0.076 -1.196
C -2.728808 -5.334177 2.596336 0.804 -0.371 0.386
C -3.126388 -5.586637 1.163596 0.245 1.440 -0.243
C -2.631828 -4.365037 0.254776 -1.654 -0.074 0.875
O -3.263108 -3.129977 0.740176 -0.156 -2.674 -0.681
C -2.356358 -2.133977 0.968846 0.498 1.474 -0.254
N -2.702268 -6.890887 0.691726 1.080 0.365 -0.693
H -2.720638 -6.255827 3.178226 -1.030 -0.060 0.150
H -3.296068 -4.514597 3.037476 0.064 -0.302 0.155
H -1.666178 -5.119097 2.708816 0.244 0.665 -0.442
H -4.214278 -5.621087 1.105156 -0.098 0.455 -0.094
H -2.949588 -4.557667 -0.769924 -0.576 0.089 -0.271
H -1.557978 -4.225647 0.130186 0.357 -0.193 0.853
H -2.915318 -1.210297 1.118766 -0.010 0.037 0.191
H -1.762178 -1.984437 0.067346 0.484 0.242 -0.160
H -1.694918 -2.272257 1.824106 0.058 -0.297 0.212
H -1.715878 -6.977167 0.890956 0.453 -0.327 0.840
H -2.584928 -6.770337 -0.304164 -0.720 -0.471 -0.776
C -2.558868 2.671033 1.570066 -1.727 2.005 1.306
O -3.589818 3.160913 2.027726 0.278 -0.553 -0.156
N -1.350398 3.159623 1.851746 1.534 1.427 1.014
N -2.460868 1.700723 0.710556 -0.588 -3.679 -3.103
H -0.524618 2.650293 1.571076 0.019 0.297 0.329
H -1.379418 3.843583 2.594346 0.597 -0.131 -0.170
H -1.578098 1.448973 0.289316 0.324 0.025 0.111
H -3.235158 1.129973 0.402616 -0.137 0.532 0.381
C 3.812452 0.510443 -2.067054 0.576 1.105 2.826
O 2.710812 0.902713 -2.330734 -3.315 0.573 -1.035
N 4.713032 0.233363 -2.911984 2.580 -1.253 -6.018
N 4.350992 0.521763 -0.873844 -0.276 0.032 4.525
H 5.640182 -0.109407 -2.704634 -0.370 0.307 -0.214
H 4.468122 0.627943 -3.808884 0.709 -0.704 -0.440
H 3.812002 0.941253 -0.129784 0.087 -0.243 0.082
H 5.336512 0.366373 -0.716664 -0.423 0.160 -0.042
C -0.454418 -1.846837 -3.096154 0.207 3.373 -1.343
O 0.032582 -0.754547 -2.932054 1.540 4.052 0.034
N -1.254108 -2.142757 -4.062624 -3.107 -0.284 -3.867
N -0.206318 -2.808157 -2.354614 1.255 -6.499 5.111
H -1.311688 -1.537777 -4.869334 -0.218 -0.158 0.301
H -1.697168 -3.049757 -4.096504 0.129 0.334 -0.423
H -0.818798 -3.605447 -2.451034 0.611 -0.246 0.417
H 0.437842 -2.802477 -1.576714 -0.332 0.383 -0.125
C 0.499892 -3.012467 4.527926 -1.743 -1.114 -0.302
O -0.714348 -2.990967 4.596996 0.102 0.530 0.298
N 1.296082 -2.121367 3.942856 0.192 3.466 -1.566
N 1.304102 -4.022207 4.835086 1.234 -2.151 0.975
H 0.870992 -1.241327 3.688046 0.425 -0.071 -0.066
H 2.298492 -2.233047 3.995806 -0.485 0.810 -0.129
H 2.236372 -3.748907 4.558886 0.111 -1.730 0.982
H 1.079822 -4.768217 5.477946 0.141 0.249 -0.271
C 3.071692 3.953163 1.710876 -3.777 3.622 -2.716
O 2.489202 4.831643 1.075146 -0.211 0.634 -0.660
N 2.760912 2.728633 1.574626 -1.250 -6.845 -1.564
N 3.864952 4.161223 2.669476 4.129 1.347 3.786
H 1.975822 2.428263 1.014686 0.000 0.072 -0.457
H 3.138762 2.014413 2.180606 -0.295 0.238 0.027
H 4.458252 3.365683 2.857126 0.238 0.917 1.174
H 3.762752 5.043743 3.149906 0.948 -0.274 0.054